C5H8N2 in the gas phase at a distorted geometry. Source: OMol25; level of theory: the ωB97M-V functional and the def2-TZVPD basis.

Max |F|: 3.12 eV Å⁻¹
Multiplicity: 1
Highest occupied orbital energy: -10.07 eV
E_LUMO: 0.0277 Eh
ΔE to the lowest compared entry with this formula, charge and spin: 2.715 eV

Last column: Mulliken charge in e.
Element x y z (Å)
1 C 0.5899 2.3025 -1.2429  -0.72
2 N 0.5359 1.3113 -0.1914  -0.29
3 C -0.1722 0.2772 -0.3344  -0.05
4 C -0.1925 -0.8358 0.7445  0.58
5 C -0.9696 -2.0826 0.3256  -1.27
6 C 1.0360 -0.7276 1.4972  -0.04
7 N 1.8131 -0.1946 2.1731  -0.48
8 H 1.6372 2.4665 -1.5217  0.26
9 H 0.2142 3.2523 -0.8439  0.25
10 H 0.0102 2.0383 -2.1418  0.31
11 H -0.7257 0.0812 -1.2769  0.28
12 H -0.5052 -0.7101 1.8891  0.11
13 H -0.7978 -2.8705 1.0586  0.38
14 H -0.7726 -2.4747 -0.6786  0.37
15 H -2.0362 -1.8101 0.3575  0.30

***

C9H12N4O2 in the gas phase at a distorted geometry. Source: OMol25; level of theory: the ωB97M-V functional and the def2-TZVPD basis.

Max |F|: 6.24 eV Å⁻¹
Multiplicity: 1
Highest occupied orbital energy: -7.87 eV
E_LUMO: 0.0046 Eh
ΔE to the lowest compared entry with this formula, charge and spin: 2.539 eV

Last column: Mulliken charge in e.
Element x y z (Å)
1 C -1.6100 2.5735 -0.4115  -1.14
2 N -1.4583 1.1319 -0.1621  0.00
3 C -2.7638 0.5167 -0.4268  -0.98
4 C -0.3659 0.4451 0.1430  0.64
5 C 1.3169 1.1343 0.0808  -0.02
6 C 1.3905 2.4700 0.2450  0.27
7 N 1.4251 3.6103 0.4149  -0.67
8 C 2.3935 0.2281 -0.0015  0.55
9 O 3.5586 0.5476 0.1395  -0.66
10 N 1.9950 -1.0770 -0.1609  0.00
11 C 3.0176 -2.0496 -0.5489  -1.09
12 C 0.8150 -1.6846 0.0216  0.54
13 O 0.6416 -2.8439 -0.0894  -0.60
14 N -0.2766 -0.8931 0.4231  0.10
15 C -1.2799 -1.6848 1.1510  -1.23
16 H -2.5569 2.8885 -0.1475  0.42
17 H -0.9441 3.1784 0.3127  0.41
18 H -1.3770 2.8479 -1.4712  0.30
19 H -3.4144 0.9617 0.2532  0.44
20 H -3.1584 0.7484 -1.3627  0.43
21 H -2.6589 -0.5826 -0.2935  0.15
22 H 2.8718 -3.0936 -0.1660  0.35
23 H 2.9185 -2.2704 -1.7187  0.26
24 H 4.0355 -1.6249 -0.2023  0.34
25 H -1.6976 -0.9394 1.9456  0.32
26 H -0.7810 -2.4976 1.5376  0.46
27 H -2.0368 -2.0406 0.4952  0.41

***

2 unconnected molecules or ions with the total composition H4OS at a distorted geometry. Source: OMol25; level of theory: the ωB97M-V functional and the def2-TZVPD basis.

Max |F|: 1.52 eV Å⁻¹
Multiplicity: 1
Highest occupied orbital energy: -9.47 eV
E_LUMO: 0.0232 Eh
ΔE to the lowest compared entry with this formula, charge and spin: 0.410 eV

Last column: Mulliken charge in e.
Element x y z (Å)
1 O 1.2820 -0.3940 -0.0333  -0.65
2 H 0.9244 -0.0243 0.8057  0.34
3 H 1.5470 -1.3139 0.1941  0.33
4 S -1.3025 1.0895 0.0274  -0.33
5 H -1.9467 0.6360 -1.0639  0.14
6 H -0.5041 0.0067 0.0699  0.18

***

C5H3NS in the gas phase at a distorted geometry. Source: OMol25; level of theory: the ωB97M-V functional and the def2-TZVPD basis.

<S²>: 2.020
Max |F|: 3.59 eV Å⁻¹
Multiplicity: 3
Highest occupied orbital energy (alpha / beta): -5.90 / -9.79 eV
E_LUMO (alpha / beta): -0.0021 / -0.0871 Eh
ΔE to the lowest compared entry with this formula, charge and spin: 0.000 eV

Last column: Mulliken charge in e.
Element x y z (Å)
1 C 1.0871 0.1766 0.0089  -0.20
2 C 0.1674 1.2281 0.0032  -0.51
3 C 0.7108 -1.1808 0.0028  -0.07
4 C -1.1168 0.7535 0.0125  0.32
5 C -1.5410 -0.5063 0.0034  0.02
6 N -0.4645 -1.7489 -0.0061  -0.51
7 S -2.9546 0.5251 -0.0093  -0.10
8 H 2.1424 0.4027 0.0044  0.33
9 H 0.4608 2.2674 -0.0172  0.39
10 H 1.5083 -1.9174 -0.0026  0.34

***

3 unconnected molecules or ions with the total composition C22H22NO6 at a distorted geometry. Source: OMol25; level of theory: the ωB97M-V functional and the def2-TZVPD basis.

Max |F|: 9.43 eV Å⁻¹
Charge: +1
Multiplicity: 1
Highest occupied orbital energy: -11.92 eV
E_LUMO: -0.1826 Eh

Last column: Mulliken charge in e.
Element x y z (Å)
1 C -1.4209 1.4556 3.3619  -0.94
2 C -0.3137 0.8647 2.3045  -0.11
3 C 0.8595 2.0155 1.9938  -0.64
4 N 2.0754 1.5519 2.8233  0.14
5 C 1.9283 1.7022 4.3299  0.03
6 C 3.1278 1.2023 5.3391  -0.73
7 C 4.4649 0.5417 4.6356  0.55
8 C 5.7469 -0.0516 5.5256  -0.61
9 C 5.6557 -1.6981 5.3908  0.49
10 O 6.6391 -2.5551 5.7019  -0.47
11 O 4.3586 -2.2758 4.9294  -0.45
12 C 4.5659 0.4539 2.9756  -0.59
13 C 3.2868 0.9958 2.1010  0.00
14 H -2.4109 0.8300 3.2662  0.32
15 H -1.5658 2.6149 3.2268  0.28
16 H -1.0410 1.3098 4.4836  0.20
17 H -0.7521 0.4931 1.2827  0.20
18 H 0.2092 -0.0625 2.8421  0.25
19 H 1.1719 2.0217 0.8427  0.28
20 H 0.5345 3.0888 2.3766  0.38
21 H 0.9573 2.1753 4.8102  0.32
22 H 2.9914 1.3325 6.4960  0.31
23 H 5.6647 0.3202 6.6469  0.35
24 H 6.7210 0.4139 5.0728  0.31
25 H 4.2763 -2.2156 3.9322  0.36
26 H 5.5596 0.0053 2.5197  0.36
27 H 3.3760 0.8893 0.9182  0.37
28 C -1.0565 -2.8224 -1.3464  -0.53
29 C -0.2904 -1.8412 -0.8599  -0.17
30 C 0.1326 -0.7083 -1.7065  0.37
31 O 0.8355 0.1892 -1.2626  -0.56
32 C -0.3248 -0.7007 -3.1102  -0.26
33 C -1.0909 -1.6819 -3.5967  -0.33
34 C -1.5140 -2.8149 -2.7502  0.20
35 O -2.2168 -3.7123 -3.1941  -0.55
36 H -1.3751 -3.6609 -0.7393  0.43
37 H 0.0528 -1.8319 0.1677  0.43
38 H -0.0063 0.1378 -3.7174  0.48
39 H -1.4341 -1.6912 -4.6243  0.53
40 C -5.8755 -0.4332 -5.4351  -0.46
41 C -4.6111 -0.5789 -5.0273  -0.16
42 C -3.5070 0.1532 -5.6787  0.47
43 O -2.3491 0.0189 -5.3074  -0.49
44 C -3.8543 1.0531 -6.7964  -0.40
45 C -5.1187 1.1987 -7.2042  -0.39
46 C -6.2228 0.4667 -6.5528  0.28
47 O -7.3807 0.6009 -6.9241  -0.53
48 H -6.6970 -0.9633 -4.9688  0.42
49 H -4.3402 -1.2346 -4.2085  0.41
50 H -3.0328 1.5831 -7.2627  0.42
51 H -5.3896 1.8544 -8.0230  0.40

***

2 unconnected molecules or ions with the total composition C6H18N2O at a distorted geometry. Source: OMol25; level of theory: the ωB97M-V functional and the def2-TZVPD basis.

<S²>: 0.755
Max |F|: 4.83 eV Å⁻¹
Charge: +1
Multiplicity: 2
Highest occupied orbital energy (alpha / beta): -13.07 / -12.73 eV
E_LUMO (alpha / beta): -0.0895 / -0.2610 Eh
ΔE to the lowest compared entry with this formula, charge and spin: 1.043 eV

Last column: Mulliken charge in e.
Element x y z (Å)
1 C -0.3257 -0.4774 0.3271  -0.69
2 N 0.9546 -1.2239 0.2393  -0.30
3 C 0.8251 -2.5924 0.7642  -0.41
4 C 0.1099 -3.5679 -0.1580  -0.97
5 C 0.1378 1.0610 0.3176  -0.81
6 N 0.2681 1.3833 -1.0798  0.28
7 C -0.9777 1.7605 -1.7640  -0.97
8 C 1.2749 2.4217 -1.2959  -1.00
9 H -0.8039 -0.5749 1.3074  0.48
10 H -1.0657 -0.6511 -0.4413  0.34
11 H 1.1227 -1.1275 -0.7644  0.24
12 H 0.3840 -2.5175 1.7607  0.34
13 H 1.8843 -2.8695 0.8306  0.34
14 H 0.7685 -4.2130 -0.7433  0.30
15 H -0.5226 -4.2514 0.4204  0.30
16 H -0.5301 -3.0347 -0.8537  0.30
17 H 1.0360 1.0723 0.9206  0.38
18 H -0.7538 1.5637 0.7062  0.56
19 H -1.8632 1.5354 -1.1858  0.36
20 H -0.9696 1.0702 -2.6159  0.41
21 H -1.1188 2.7067 -2.2974  0.37
22 H 2.1710 2.3700 -0.6891  0.35
23 H 1.4768 2.5566 -2.3588  0.39
24 H 0.8812 3.4074 -0.9947  0.41
25 H -1.2262 0.7109 3.4436  0.29
26 H -1.8808 2.0058 3.3514  0.29
27 O -1.2569 1.4753 2.8529  -0.58